The following is a quantum chemistry calculation of a molecular structure, CH4I2NOP at a distorted geometry, from the OMol25 dataset.

Values from the calculation:
E_LUMO: -0.995 eV
total charge: 0
energy: -30128.5533 eV
M: 330.83 Da

```
10
Properties=species:S:1:pos:R:3:forces:R:3
C -1.825 -0.373 0.636 -2.162 1.257 -0.250
N 1.960 0.267 0.216 2.187 -2.403 0.513
O -0.412 -0.230 0.600 0.513 -0.382 -0.244
P 0.484 0.797 -0.225 -0.639 -0.253 -1.284
I 3.421 1.648 -0.238 -0.238 -0.430 0.035
I 0.630 -0.171 -3.148 -0.218 0.340 1.413
H -2.045 -1.471 0.486 0.137 1.253 0.934
H -2.382 0.112 -0.279 1.318 -0.500 1.672
H -2.200 0.185 1.645 0.655 -1.886 -2.440
H 2.370 -0.766 0.307 -1.555 3.004 -0.350
```
Positions in Å, forces in eV/Å.

---

The following is a quantum chemistry calculation of 10 unconnected molecules or ions with the total composition C96H224BBrF4N4O4P4 at a distorted geometry, from the OMol25 dataset.

Values from the calculation:
E_LUMO: -9.839 eV
total charge: +6
energy: -236026.5076 eV
M: 1789.48 Da

```
338
Properties=species:S:1:pos:R:3:forces:R:3
C 3.465 -4.566 6.959 0.324 0.651 2.181
C 2.094 -3.869 7.213 0.046 -0.342 -2.145
N 1.903 -2.399 6.742 -0.197 -0.382 0.508
C 2.393 -1.497 7.831 1.349 -0.444 -0.826
C 2.824 -2.046 5.520 -0.403 -1.440 0.796
C 2.656 -3.010 4.337 -1.383 1.020 -0.122
C 0.385 -2.041 6.479 1.261 0.950 -0.647
C -0.605 -2.244 7.614 -0.452 -1.135 -0.064
O -0.683 -3.589 8.015 -0.343 -0.757 0.039
C -1.407 -4.460 7.114 0.813 -0.237 0.290
H 4.117 -4.385 6.105 -0.630 0.175 -0.103
H 3.341 -5.638 7.108 -0.385 -0.037 -0.425
H 4.047 -4.335 7.852 0.543 0.176 -0.128
H 1.817 -3.870 8.267 -0.043 -0.254 -0.292
H 1.389 -4.428 6.598 -0.426 0.116 0.455
H 3.424 -1.807 8.001 0.239 0.299 -0.156
H 1.979 -1.613 8.832 -0.948 0.315 -0.536
H 2.381 -0.558 7.277 -0.061 0.621 1.325
H 3.845 -2.087 5.900 -0.076 -0.362 0.217
H 2.719 -0.987 5.287 -0.712 -0.078 -0.235
H 2.676 -4.081 4.536 0.931 0.257 0.207
H 3.316 -2.639 3.554 0.326 -0.597 0.023
H 1.651 -2.918 3.924 -0.232 0.422 -0.093
H 0.108 -2.431 5.499 -0.052 -0.525 0.357
H 0.454 -0.965 6.315 -0.072 0.224 -0.091
H -1.629 -1.992 7.335 0.107 0.692 -0.817
H -0.410 -1.605 8.475 0.420 -0.276 0.146
H -1.272 -5.471 7.500 -0.021 0.126 0.185
H -0.981 -4.453 6.111 0.095 0.221 -0.145
H -2.478 -4.289 7.009 -0.037 0.553 0.350
C -0.841 -6.565 3.365 -0.941 -1.083 -0.879
C -1.005 -7.150 1.882 1.631 1.493 0.244
N -1.385 -6.136 0.738 0.068 -0.363 -0.039
C -1.135 -6.855 -0.642 0.361 1.206 1.138
C -2.902 -5.845 0.893 0.338 1.894 -0.786
C -3.393 -4.672 -0.076 0.235 -1.719 0.839
C -0.529 -4.768 0.893 -1.549 -1.314 0.309
C 0.982 -4.906 0.869 -1.180 -0.112 1.565
O 1.388 -5.074 -0.409 1.575 -0.016 -3.261
C 2.499 -4.268 -0.866 -0.098 -0.076 0.589
H -1.785 -6.627 3.906 -0.143 0.623 -0.186
H -0.372 -5.584 3.452 -0.331 -0.031 -0.258
H -0.227 -7.246 3.954 0.295 -0.271 -0.460
H -1.659 -8.015 1.773 -0.115 0.247 0.239
H 0.004 -7.442 1.589 -0.129 -0.360 -0.099
H -1.374 -6.151 -1.439 -0.707 -0.148 0.146
H -1.688 -7.794 -0.643 -0.051 0.268 -0.126
H -0.070 -7.003 -0.823 0.049 -0.274 0.700
H -3.092 -5.627 1.944 0.441 0.574 0.036
H -3.531 -6.725 0.759 0.621 -0.372 -0.639
H -2.920 -3.699 0.056 -0.179 -0.169 0.439
H -4.470 -4.623 0.089 0.056 0.297 0.004
H -3.263 -4.965 -1.117 -0.015 -0.154 0.044
H -0.915 -4.373 1.832 0.178 0.039 -0.050
H -0.830 -4.080 0.103 -0.117 -0.324 -0.124
H 1.307 -5.748 1.480 0.185 0.022 0.313
H 1.337 -3.983 1.327 0.249 0.198 0.110
H 2.203 -3.219 -0.862 0.052 0.191 0.167
H 2.853 -4.486 -1.873 -0.766 -0.559 -0.108
H 3.393 -4.425 -0.263 -0.101 0.083 0.425
C 0.134 6.928 7.058 -1.133 0.680 -0.273
C -0.721 5.951 6.225 -0.034 -0.438 -0.223
N -2.240 6.033 6.444 -0.428 -0.766 2.338
C -2.402 5.845 8.024 -1.246 0.100 -0.765
C -2.896 7.408 6.141 0.367 -0.585 -0.423
C -2.718 7.852 4.685 -0.020 0.134 -0.308
C -3.062 4.893 5.670 1.138 0.910 1.019
C -2.465 3.486 5.708 -0.499 1.162 -0.353
O -2.358 2.998 7.033 -0.078 1.728 -1.378
C -1.649 1.835 7.111 -0.132 -2.682 1.178
H -0.111 7.050 8.113 -0.121 -0.505 -0.102
H -0.117 7.894 6.620 0.630 0.337 0.070
H 1.210 6.754 7.043 -0.162 -0.195 -0.539
H -0.459 4.906 6.393 -0.134 0.011 0.340
H -0.540 6.111 5.162 -0.111 0.173 -0.085
H -1.993 6.700 8.563 0.243 -0.252 -0.401
H -2.073 4.879 8.407 0.589 0.225 -0.600
H -3.463 5.853 8.276 -0.193 0.114 -0.487
H -2.517 8.095 6.898 0.345 0.097 -0.336
H -3.947 7.290 6.405 -0.031 -0.187 -0.187
H -1.696 7.850 4.306 0.136 -0.227 0.430
H -3.061 8.870 4.498 -0.113 0.125 0.625
H -3.284 7.286 3.946 -0.072 -0.394 0.297
H -3.150 5.270 4.651 0.181 -0.295 -0.076
H -4.053 4.848 6.121 0.113 0.372 0.222
H -1.541 3.453 5.131 0.419 -0.061 0.306
H -3.182 2.948 5.088 -0.189 -0.616 0.124
H -0.668 1.722 6.650 0.402 0.996 -0.122
H -2.189 0.976 6.712 -0.512 -0.091 -0.448
H -1.604 1.592 8.173 0.470 0.114 0.073
C 2.411 -0.657 1.106 -0.666 0.437 0.784
C 1.734 0.139 2.261 0.129 0.680 -0.710
N 0.478 1.010 1.834 0.119 0.176 -0.431
C 1.032 1.978 0.777 0.673 -0.567 0.555
C -0.673 0.094 1.321 -0.702 1.336 -0.945
C -1.846 0.816 0.590 1.091 0.746 -1.075
C -0.146 1.938 2.902 1.853 -0.175 -0.326
C 0.920 2.861 3.581 -0.848 -0.495 0.630
O 1.590 2.110 4.581 -0.273 0.333 0.955
C 2.224 2.833 5.658 1.038 -0.451 -0.530
H 2.917 0.019 0.417 -0.047 -0.174 -0.081
H 1.749 -1.341 0.577 0.014 0.077 0.018
H 3.166 -1.252 1.620 0.117 -0.053 -0.205
H 2.481 0.880 2.545 -0.272 0.081 0.298
H 1.600 -0.507 3.128 -0.968 0.204 -0.174
H 2.006 2.328 1.122 0.039 -0.179 0.348
H 0.464 2.907 0.723 -0.659 -0.496 -0.452
H 1.291 1.447 -0.138 -0.830 0.165 -0.166
H -1.138 -0.430 2.156 0.938 -0.189 -0.071
H -0.200 -0.513 0.549 -0.074 -0.434 0.509
H -1.473 1.557 -0.118 0.467 0.645 0.354
H -2.630 1.333 1.142 0.206 -0.446 0.339
H -2.251 0.192 -0.207 -0.445 -0.816 0.713
H -0.677 1.255 3.565 0.275 0.300 0.532
H -0.869 2.565 2.382 -0.010 0.073 -0.139
H 0.336 3.716 3.922 -0.190 0.026 0.680
H 1.692 3.366 3.000 -0.153 -0.354 -0.879
H 2.868 3.647 5.327 -0.317 0.330 -0.482
H 2.965 2.139 6.055 -0.280 -0.201 0.278
H 1.607 3.202 6.477 -0.574 -0.204 -0.291
C -3.236 -5.482 -9.503 0.242 -0.461 0.520
C -2.081 -4.490 -9.455 -0.111 -0.192 -0.316
C -1.343 -4.436 -8.080 -0.777 -0.578 -1.087
C -0.846 -5.819 -7.586 0.499 0.132 1.275
P 0.158 -5.718 -6.013 1.125 1.424 -1.034
C -0.625 -4.473 -4.856 0.848 -0.304 -0.225
C 0.209 -3.844 -3.679 -1.015 -0.401 -0.491
C -0.454 -2.517 -3.220 0.515 -0.317 0.230
C -1.926 -2.680 -2.779 0.527 -0.738 -0.419
C 0.312 -7.332 -5.256 -0.616 -0.087 1.052
C 1.172 -7.423 -3.971 0.082 0.045 -0.730
C 2.584 -7.822 -4.221 1.242 -0.418 -0.915
C 3.318 -7.899 -2.941 1.533 -0.509 1.618
C 1.870 -5.098 -6.555 -0.562 -1.407 -0.168
C 2.609 -6.120 -7.565 -0.035 0.965 0.872
C 4.226 -6.052 -7.437 -1.633 0.354 -0.629
C 4.895 -4.725 -7.931 -0.788 -0.460 1.050
H -2.890 -6.462 -9.174 -0.040 -0.205 -0.115
H -3.643 -5.630 -10.503 0.012 0.275 0.085
H -4.035 -5.208 -8.813 -0.147 0.128 -0.102
H -2.499 -3.509 -9.678 0.226 0.221 0.195
H -1.423 -4.709 -10.297 0.382 -0.051 0.202
H -2.120 -4.029 -7.433 0.256 -0.085 0.539
H -0.530 -3.716 -8.161 0.134 -0.037 0.156
H -0.169 -6.352 -8.253 0.142 0.314 -0.399
H -1.607 -6.574 -7.387 -0.464 0.335 0.007
H -1.556 -4.952 -4.553 -0.044 0.018 0.341
H -0.931 -3.650 -5.502 0.034 -0.005 -0.241
H 1.237 -3.665 -3.994 0.002 0.162 -0.178
H 0.288 -4.534 -2.838 -0.170 -0.104 0.083
H -0.287 -1.802 -4.026 -0.483 0.198 -0.092
H 0.177 -2.150 -2.411 -0.095 0.108 0.331
H -2.378 -1.950 -2.107 0.404 0.404 -0.316
H -2.009 -3.621 -2.235 0.080 -0.158 0.077
H -2.557 -2.815 -3.657 -0.174 0.253 0.066
H 0.574 -8.075 -6.009 0.275 0.045 -0.018
H -0.689 -7.617 -4.929 -0.401 0.120 -0.339
H 0.780 -8.219 -3.338 -0.363 0.110 0.040
H 1.210 -6.511 -3.375 -0.477 0.249 -0.038
H 3.218 -7.171 -4.821 -0.615 0.579 -0.430
H 2.631 -8.753 -4.786 -0.161 -0.317 0.216
H 4.328 -8.301 -3.019 0.020 -0.180 -0.450
H 2.879 -8.521 -2.161 -0.430 0.043 -0.034
H 3.518 -6.913 -2.520 -0.396 0.278 0.132
H 2.468 -4.934 -5.658 0.040 -0.136 0.119
H 1.688 -4.117 -6.995 0.070 0.011 -0.190
H 2.115 -5.974 -8.526 0.919 0.740 -0.547
H 2.227 -7.133 -7.436 0.488 -0.305 0.893
H 4.616 -6.966 -7.886 0.096 0.271 -0.420
H 4.444 -6.192 -6.378 -0.031 0.189 0.155
H 4.719 -4.461 -8.974 0.267 -0.389 -0.011
H 5.941 -4.676 -7.629 0.158 -0.410 -0.576
H 4.484 -3.904 -7.344 -0.426 0.173 0.056
C 3.278 5.107 -7.312 0.475 -0.236 0.664
C 3.229 3.744 -6.628 0.099 0.321 0.317
C 3.318 3.768 -5.066 -0.727 -1.069 -2.260
C 3.155 2.313 -4.471 -0.529 2.345 0.666
P 4.514 1.230 -4.508 2.683 0.068 -1.672
C 4.796 0.565 -6.252 -1.133 0.753 -0.930
C 3.575 0.054 -7.145 -0.404 -0.395 2.188
C 3.903 -0.951 -8.218 0.603 -0.490 0.165
C 4.376 -0.327 -9.507 1.289 -0.056 -0.196
C 6.114 2.146 -4.055 -0.373 -0.606 -0.244
C 7.274 2.061 -5.062 1.309 0.784 0.118
C 8.619 2.755 -4.528 -1.097 -1.100 -0.031
C 9.725 2.635 -5.596 0.330 0.592 1.264
C 4.140 -0.136 -3.384 0.085 -0.388 -1.362
C 5.396 -1.001 -3.160 0.706 1.340 -0.580
C 5.278 -2.005 -2.091 -0.031 -1.417 0.795
C 6.572 -2.744 -1.644 -0.165 0.439 0.103
H 3.064 4.938 -8.367 0.228 0.441 0.018
H 4.274 5.514 -7.140 0.005 0.324 -0.453
H 2.564 5.814 -6.889 -0.155 -0.109 -0.118
H 4.098 3.181 -6.969 -0.082 -0.186 -0.264
H 2.332 3.285 -7.042 -0.120 -0.570 0.624
H 2.518 4.418 -4.711 0.037 -0.189 0.354
H 4.283 4.214 -4.829 -0.065 -0.081 0.357
H 2.297 1.732 -4.810 -0.227 0.356 -0.284
H 3.000 2.560 -3.421 -0.166 -0.556 0.437
H 5.524 -0.235 -6.115 0.122 0.035 -0.293
H 5.177 1.369 -6.881 0.874 0.106 0.636
H 2.913 0.750 -7.660 0.431 0.987 0.657
H 2.982 -0.390 -6.346 -0.809 -0.601 -0.345
H 3.049 -1.614 -8.362 -0.095 0.022 -0.079
H 4.732 -1.562 -7.861 -0.036 -0.385 0.011
H 5.309 0.193 -9.290 -0.017 0.565 0.091
H 3.720 0.361 -10.041 -0.218 -0.255 0.156
H 4.779 -1.096 -10.166 -0.603 -0.105 -0.326
H 6.512 1.762 -3.116 -0.313 -0.190 0.178
H 5.823 3.175 -3.842 0.016 0.076 -0.189
H 7.048 2.434 -6.060 -0.307 0.558 0.177
H 7.571 1.040 -5.302 -0.163 -0.333 0.448
H 8.907 2.235 -3.615 0.205 -0.715 -0.103
H 8.509 3.729 -4.052 -0.513 0.590 -0.977
H 10.328 1.751 -5.389 -0.322 -0.308 -0.529
H 10.444 3.434 -5.413 -0.069 0.205 -0.327
H 9.364 2.704 -6.622 0.072 -0.147 0.117
H 3.439 -0.670 -4.025 -0.421 -0.431 0.170
H 3.555 0.233 -2.541 0.419 -0.050 0.346
H 6.177 -0.304 -2.858 0.429 -0.106 -0.338
H 5.658 -1.517 -4.084 0.241 0.411 -0.241
H 4.674 -2.801 -2.527 -0.763 -0.051 0.524
H 4.766 -1.420 -1.328 -0.139 -0.856 0.834
H 7.075 -3.153 -2.520 0.202 0.244 -0.032
H 6.416 -3.608 -0.998 -0.645 -0.025 -0.075
H 7.258 -2.147 -1.043 0.091 0.382 -0.427
C -0.385 10.176 3.116 -0.419 0.149 -0.680
C 0.104 10.018 1.646 -0.051 1.405 -0.104
C 0.552 8.669 1.239 -0.931 -2.125 0.490
C 1.422 8.570 -0.031 0.439 -1.353 1.895
P 2.039 6.824 -0.437 -1.210 1.103 -0.222
C 2.664 5.825 0.996 0.575 1.008 -0.286
C 3.480 6.665 2.005 -0.427 0.155 -0.562
C 3.864 5.947 3.268 0.564 -0.800 0.185
C 4.399 6.857 4.352 -0.114 0.666 -0.268
C 0.705 5.849 -1.167 -1.213 1.933 2.044
C 0.992 4.547 -1.756 1.227 -1.276 -1.142
C -0.278 3.956 -2.329 -0.390 -0.827 -1.251
C -0.245 2.465 -2.885 0.148 1.400 1.532
C 3.273 7.113 -1.723 0.716 -0.069 -0.126
C 2.855 8.022 -2.918 -0.135 -0.329 0.965
C 2.230 7.278 -4.097 0.987 -1.741 1.990
C 1.854 8.159 -5.151 -1.660 1.892 -1.953
H -0.635 11.228 3.252 -0.137 -0.080 0.146
H 0.258 9.901 3.953 0.827 -0.007 -0.464
H -1.272 9.579 3.325 -0.195 0.212 -0.506
H 0.911 10.712 1.411 0.170 0.316 0.445
H -0.669 10.308 0.935 -0.396 0.326 0.317
H -0.328 8.037 1.124 -0.266 -0.132 -0.239
H 0.944 8.263 2.172 1.039 -0.499 -0.348
H 2.348 9.068 0.258 0.233 0.420 -0.707
H 0.911 9.012 -0.886 0.276 -0.075 -0.033
H 3.314 5.108 0.496 0.016 -0.406 0.127
H 1.848 5.325 1.518 -0.347 0.041 -0.348
H 2.872 7.531 2.265 0.256 0.222 -0.043
H 4.410 6.967 1.524 -0.063 0.456 -0.033
H 4.620 5.208 3.000 0.147 -0.248 0.066
H 3.045 5.382 3.713 -0.409 -0.032 -0.210
H 3.621 7.590 4.566 -0.179 -0.141 0.610
H 5.221 7.504 4.044 0.321 -0.385 -0.187
H 4.704 6.277 5.224 -0.121 0.283 0.084
H 0.082 6.507 -1.773 0.344 0.070 -0.615
H 0.019 5.718 -0.330 -0.208 -0.112 0.560
H 1.459 3.855 -1.056 -0.006 -0.010 0.388
H 1.775 4.743 -2.488 -0.031 -0.515 -0.659
H -0.603 4.613 -3.136 -0.126 0.093 -0.034
H -1.032 4.035 -1.545 -0.231 -0.135 -0.027
H 0.684 2.247 -3.413 -0.216 0.009 -0.084
H -1.127 2.208 -3.472 0.166 0.253 -0.126
H -0.297 1.876 -1.969 0.217 -0.572 -0.157
H 3.603 6.138 -2.081 0.055 -0.179 -0.109
H 4.153 7.553 -1.253 0.042 0.043 0.235
H 3.736 8.573 -3.248 0.184 -0.296 -0.168
H 2.249 8.824 -2.495 -0.455 -0.024 -0.414
H 1.338 6.703 -3.848 0.059 -0.317 0.566
H 2.960 6.571 -4.490 0.318 -0.228 0.312
H 2.555 8.991 -5.224 -0.163 0.020 -0.612
H 0.851 8.525 -4.931 0.072 0.711 -0.018
H 1.681 7.619 -6.082 0.497 0.274 -0.246
C -5.386 2.422 2.220 -0.233 -0.350 1.433
C -4.899 1.289 3.184 1.021 0.433 -1.940
C -5.355 -0.101 2.862 -1.444 -0.785 0.868
C -6.901 -0.115 3.046 -0.188 -2.221 -1.350
P -7.721 -1.727 2.516 0.246 0.433 0.729
C -7.701 -1.684 0.664 1.107 -0.421 0.698
C -6.359 -2.037 -0.105 -0.216 -0.405 2.548
C -6.643 -2.405 -1.485 1.011 0.356 -1.501
C -5.342 -2.641 -2.342 -1.794 -0.042 -0.214
C -6.785 -3.267 3.131 -1.558 0.560 -0.250
C -6.548 -3.218 4.644 -0.958 1.583 -0.058
C -5.218 -3.710 5.025 2.250 -0.119 1.036
C -4.954 -5.144 4.667 -0.163 0.096 -0.227
C -9.522 -1.737 3.176 1.113 -1.298 -1.496
C -10.322 -0.485 3.118 0.583 2.187 0.126
C -10.718 0.208 1.795 -0.051 -0.991 -0.269
C -11.575 -0.662 0.836 0.616 0.912 0.823
H -4.728 2.524 1.357 -0.202 0.082 0.025
H -5.331 3.303 2.859 0.099 0.443 -0.587
H -6.432 2.338 1.925 0.075 -0.077 -0.161
H -5.060 1.553 4.229 0.142 -0.134 -0.054
H -3.851 1.225 2.890 0.577 0.332 1.117
H -4.897 -0.843 3.516 -0.078 0.199 0.681
H -4.960 -0.495 1.926 -0.582 0.527 -0.629
H -7.410 0.426 2.248 0.141 0.842 0.239
H -7.247 0.234 4.019 0.146 -0.096 -0.025
H -8.096 -0.734 0.305 -0.234 -0.056 0.152
H -8.440 -2.474 0.530 -0.096 -0.064 -0.842
H -5.884 -2.890 0.380 -0.076 -0.217 0.291
H -5.551 -1.306 -0.095 -0.491 0.679 0.305
H -7.183 -1.561 -1.915 -0.190 -0.175 -0.452
H -7.273 -3.293 -1.529 -0.027 0.017 -0.199
H -4.636 -1.823 -2.486 -0.362 0.360 0.482
H -5.855 -2.769 -3.295 0.865 -0.545 -0.511
H -4.774 -3.520 -2.037 -0.262 -0.089 -0.137
H -5.905 -3.400 2.502 0.232 0.320 0.266
H -7.400 -4.151 2.964 -0.251 0.087 -0.531
H -7.361 -3.661 5.218 -0.013 -0.655 -0.317
H -6.637 -2.189 4.993 0.251 0.397 -0.055
H -5.064 -3.628 6.101 -0.234 0.274 0.170
H -4.423 -3.111 4.580 -0.099 0.375 -0.046
H -4.030 -5.551 5.077 -0.178 0.102 0.377
H -4.796 -5.173 3.589 -0.548 -0.590 -0.238
H -5.842 -5.647 5.049 0.285 -0.922 -0.503
H -9.405 -2.135 4.184 -0.195 -0.025 0.040
H -10.067 -2.438 2.545 0.328 -0.755 0.117
H -9.727 0.238 3.676 -0.308 0.455 0.304
H -11.262 -0.591 3.659 0.133 -0.416 0.225
H -9.901 0.580 1.177 0.527 0.098 0.342
H -11.252 1.094 2.139 -0.221 -0.027 -0.298
H -10.955 -1.382 0.302 -0.029 -0.159 0.052
H -11.963 0.042 0.099 -0.487 -0.426 -0.034
H -12.338 -1.177 1.420 -0.280 0.034 -0.436
B -1.921 -2.373 3.432 -0.044 -0.004 0.948
F -2.456 -2.288 2.132 0.123 -0.374 0.098
F -0.542 -2.147 3.445 1.561 0.213 -0.964
F -2.445 -1.385 4.241 -0.805 0.699 0.200
F -2.061 -3.613 4.052 -0.628 -0.680 -0.528
Br -1.801 5.247 1.856 0.519 -0.453 0.157
```
Positions in Å, forces in eV/Å.